Record 1
Below is 8 unconnected molecules or ions with the total composition C31H68B4NO18PS7 in a non-equilibrium geometry, with properties calculated with ωB97M-V/def2-TZVPD.

```
130
C31H68B4NO18PS7, DFT ωB97M-V/def2-TZVPD
C -3.31 -1.98 3.91
C -2.55 -0.74 3.45
P -1.02 -0.41 4.43
C -0.22 0.93 3.46
B 0.01 -1.93 3.85
O 0.04 -3.15 4.52
B -0.29 -4.23 3.73
O -0.04 -4.18 2.38
B 0.14 -2.93 1.79
B -0.42 -2.42 0.23
N -1.45 -3.13 -0.50
O 0.10 -1.24 -0.25
O 0.64 -1.93 2.60
H -2.66 -2.84 4.08
H -4.05 -2.27 3.17
H -3.82 -1.78 4.85
H -2.33 -0.80 2.37
H -3.20 0.13 3.56
H -0.89 1.28 2.67
H 0.70 0.59 2.99
H 0.00 1.74 4.15
H -0.84 -5.17 4.20
H -1.88 -2.50 -1.17
H -1.14 -3.94 -1.02
H -0.16 -0.38 0.14
O -3.93 0.27 -0.78
S -4.84 -0.77 -0.36
O -4.87 -1.18 1.02
C -6.49 -0.38 -0.93
C -6.57 -1.01 -2.32
C -5.90 -2.38 -2.20
C -4.60 -2.20 -1.44
H -6.61 0.70 -0.91
H -7.19 -0.85 -0.24
H -7.60 -1.08 -2.68
H -6.02 -0.39 -3.03
H -6.56 -3.06 -1.65
H -5.71 -2.83 -3.18
H -4.33 -3.05 -0.81
H -3.77 -1.96 -2.10
O 1.86 3.20 -0.76
S 1.15 1.94 -0.81
O 0.32 1.59 0.32
C 0.22 1.85 -2.33
C 1.19 1.23 -3.33
C 1.88 0.08 -2.57
C 2.31 0.62 -1.20
H -0.11 2.86 -2.58
H -0.65 1.22 -2.14
H 0.68 0.88 -4.22
H 1.93 1.97 -3.64
H 1.17 -0.73 -2.43
H 2.73 -0.30 -3.11
H 2.26 -0.11 -0.41
H 3.30 1.08 -1.24
O 3.03 3.14 7.64
S 2.73 2.83 6.26
O 1.56 2.06 5.94
C 2.76 4.35 5.32
C 4.21 4.48 4.88
C 4.64 3.08 4.43
C 4.19 2.09 5.51
H 2.40 5.15 5.96
H 2.08 4.21 4.47
H 4.31 5.21 4.08
H 4.83 4.81 5.72
H 4.16 2.84 3.48
H 5.72 3.02 4.28
H 3.90 1.12 5.12
H 4.92 1.97 6.30
O -8.85 -0.15 -4.25
S -9.22 0.27 -5.58
O -10.57 0.07 -6.04
C -8.73 1.98 -5.79
C -7.30 1.89 -6.30
C -7.30 0.77 -7.35
C -8.04 -0.42 -6.75
H -8.84 2.48 -4.83
H -9.41 2.42 -6.52
H -6.97 2.84 -6.72
H -6.62 1.64 -5.48
H -7.82 1.11 -8.25
H -6.29 0.49 -7.64
H -8.60 -1.01 -7.47
H -7.38 -1.07 -6.17
O 5.62 1.14 8.38
S 6.31 2.30 8.89
O 7.00 3.16 7.97
C 5.21 3.24 9.95
C 5.41 2.62 11.33
C 6.92 2.41 11.49
C 7.43 1.75 10.20
H 4.21 3.15 9.53
H 5.55 4.27 9.91
H 5.01 3.27 12.10
H 4.89 1.67 11.38
H 7.41 3.38 11.63
H 7.16 1.80 12.36
H 8.44 2.05 9.92
H 7.36 0.67 10.24
O -3.54 -4.37 -3.92
S -2.52 -5.21 -4.50
O -2.87 -6.19 -5.49
C -1.19 -4.17 -5.10
C -0.26 -4.01 -3.91
C -0.16 -5.40 -3.27
C -1.58 -5.97 -3.16
H -1.63 -3.24 -5.46
H -0.71 -4.70 -5.92
H 0.71 -3.62 -4.21
H -0.69 -3.30 -3.20
H 0.45 -6.05 -3.90
H 0.32 -5.37 -2.29
H -1.63 -7.05 -3.28
H -2.07 -5.68 -2.23
O 5.10 0.38 -3.85
S 4.58 0.73 -5.14
O 3.19 0.51 -5.45
C 5.02 2.43 -5.50
C 6.37 2.33 -6.20
C 6.25 1.16 -7.18
C 5.61 -0.01 -6.42
H 5.03 2.98 -4.56
H 4.24 2.83 -6.16
H 6.62 3.27 -6.70
H 7.15 2.13 -5.46
H 5.61 1.45 -8.02
H 7.22 0.88 -7.59
H 4.97 -0.63 -7.04
H 6.35 -0.62 -5.91
```

Output
- 2S+1 = 1
- SMILES = CCP(C)B1OBOB(B(N)O)O1.O=S1(=O)CCCC1.O=S1(=O)CCCC1.O=S1(=O)CCCC1.O=S1(=O)CCCC1.O=S1(=O)CCCC1.O=S1(=O)CCCC1.O=S1(=O)CCCC1
- ΔE to the lowest compared entry with this formula, charge and spin (kJ/mol) = 0.00
- Kohn-Sham gap (eV) = 7.52

---

Record 2
Below is a molecular structure, C31H68BI2N2NbO in a non-equilibrium geometry, with properties calculated with ωB97M-V/def2-TZVPD.

```
106
C31H68BI2N2NbO, DFT ωB97M-V/def2-TZVPD
C 4.47 -1.48 3.05
C 5.25 -2.66 2.45
C 5.46 -2.63 0.93
C 4.32 -2.03 0.12
C 4.46 -2.28 -1.37
C 3.43 -1.56 -2.26
C 2.81 -0.29 -1.66
C 2.10 0.59 -2.68
C 0.63 0.26 -2.92
C -0.22 0.17 -1.64
C -1.54 0.95 -1.70
C -2.64 0.33 -0.82
C -3.57 -0.62 -1.60
C -4.98 -0.05 -1.74
C -5.74 -0.03 -0.39
Nb -7.82 -0.94 -0.47
C -6.61 -2.82 -0.95
C -7.36 -4.16 -0.92
C -6.55 -5.23 -1.69
C -7.55 -4.66 0.51
B -7.76 -1.18 1.87
N -6.54 -1.76 2.44
O -8.71 -0.79 2.81
C -9.01 1.02 -0.38
I -7.99 2.78 -1.12
C -10.24 1.27 0.06
C -11.00 2.58 0.15
I -11.44 -0.33 0.79
H 5.10 -0.61 3.20
H 3.59 -1.20 2.47
H 4.11 -1.76 4.03
H 6.23 -2.64 2.91
H 4.79 -3.59 2.76
H 5.58 -3.66 0.60
H 6.41 -2.14 0.67
H 3.38 -2.46 0.46
H 4.27 -0.96 0.34
H 5.47 -2.05 -1.73
H 4.35 -3.35 -1.51
H 3.89 -1.27 -3.21
H 2.63 -2.25 -2.53
H 2.15 -0.58 -0.85
H 3.60 0.30 -1.19
H 2.63 0.53 -3.64
H 2.19 1.63 -2.37
H 0.54 -0.65 -3.51
H 0.21 1.06 -3.53
H -0.45 -0.88 -1.45
H 0.37 0.51 -0.79
H -1.87 0.94 -2.74
H -1.36 1.99 -1.43
H -2.16 -0.18 0.02
H -3.23 1.14 -0.41
H -3.63 -1.57 -1.06
H -3.15 -0.85 -2.58
H -5.49 -0.67 -2.47
H -4.89 0.96 -2.14
H -5.74 0.97 0.05
H -5.18 -0.66 0.29
H -7.99 -0.68 -2.31
H -9.22 -2.10 -0.63
H -6.24 -2.68 -1.97
H -5.75 -2.84 -0.29
H -8.33 -4.06 -1.40
H -5.50 -5.14 -1.42
H -6.87 -6.24 -1.45
H -6.62 -5.08 -2.77
H -7.85 -5.70 0.51
H -6.58 -4.62 1.01
H -8.28 -4.07 1.05
H -6.55 -1.81 3.45
H -6.26 -2.64 2.03
H -8.59 -1.29 3.62
H -10.79 3.22 -0.69
H -10.75 3.06 1.10
H -12.07 2.39 0.18
C 6.30 1.44 -1.77
C 6.60 0.82 -0.40
C 5.88 1.44 0.79
N 6.50 2.66 1.45
C 5.46 3.21 2.40
C 5.83 4.56 2.99
C 6.12 5.57 1.89
C 7.24 5.04 1.01
C 6.88 3.68 0.41
C 7.70 2.22 2.22
H 6.91 2.32 -1.99
H 6.51 0.71 -2.55
H 5.25 1.72 -1.85
H 7.68 0.75 -0.24
H 6.23 -0.21 -0.42
H 5.80 0.71 1.59
H 4.87 1.73 0.50
H 4.54 3.29 1.83
H 5.33 2.45 3.17
H 4.99 4.89 3.60
H 6.69 4.47 3.66
H 6.39 6.53 2.31
H 5.22 5.72 1.28
H 8.17 4.97 1.58
H 7.44 5.72 0.18
H 7.72 3.27 -0.14
H 6.03 3.78 -0.25
H 8.42 1.78 1.53
H 7.39 1.49 2.95
H 8.15 3.08 2.71
```

Output
- 2S+1 = 1
- ΔE to the lowest compared entry with this formula, charge and spin (kJ/mol) = 81.61
- Kohn-Sham gap (eV) = 4.09